# C26H25BrF4MnN2OP

C26H25BrF4MnN2OP as an isolated structure in a non-equilibrium geometry (the ωB97M-V functional and the def2-TZVPD basis, the OMol25 dataset).

```
61
Properties=species:S:1:pos:R:3:forces:R:3:lowdin_spin:R:1
Mn -0.2087 0.2653 0.1585 -2.022 1.555 -0.056 4.0480
F -5.5330 -4.4252 0.1122 0.110 0.137 -0.019 0.0001
C -4.8222 -3.3413 -0.1060 0.114 0.316 -0.082 0.0003
C -5.4164 -2.2113 -0.6778 0.144 0.014 0.051 0.0004
F -6.6976 -2.2129 -0.9878 0.204 -0.086 0.037 0.0000
C -4.6447 -1.0747 -0.9079 0.285 -0.043 0.152 -0.0009
F -5.2015 0.0060 -1.4479 -0.218 -0.309 -0.003 0.0002
C -3.2969 -1.0210 -0.5621 0.277 0.024 0.125 -0.0035
P -2.2754 0.4550 -0.9544 -1.774 -0.126 -0.911 0.0041
C -3.2198 1.8391 -0.2680 0.336 0.060 0.103 0.0062
C -3.9893 1.6502 0.8813 0.076 -0.052 -0.224 0.0010
C -4.6911 2.7137 1.4152 0.032 0.126 0.022 0.0004
C -4.5861 3.9743 0.8411 0.037 -0.018 -0.010 0.0021
C -3.7790 4.1745 -0.2701 -0.022 0.115 0.124 0.0000
C -3.0889 3.1128 -0.8255 -0.003 -0.335 0.025 0.0024
C -2.3406 0.5183 -2.7705 0.401 0.080 0.317 0.0032
C -3.3374 1.1774 -3.4885 0.133 -0.091 0.144 -0.0004
C -3.2842 1.1703 -4.8723 -0.095 0.046 -0.031 0.0003
C -2.2510 0.5299 -5.5383 0.034 -0.047 0.146 -0.0004
C -1.2618 -0.1310 -4.8213 -0.010 -0.047 -0.071 0.0005
C -1.3071 -0.1444 -3.4407 -0.061 0.112 0.226 0.0031
C -2.7305 -2.1504 0.0225 -0.470 0.233 -0.189 0.0079
Br -0.8925 -2.1191 0.5578 -0.224 -1.026 0.213 0.0521
C -3.4692 -3.3047 0.2455 0.253 0.277 -0.022 0.0021
F -2.8865 -4.3532 0.7985 -0.149 -0.170 0.032 0.0009
H -4.0579 0.6711 1.3377 -0.079 -0.051 0.009 0.0001
H -5.3292 2.5629 2.2728 -0.052 -0.016 0.087 0.0000
H -5.1332 4.8025 1.2644 -0.072 0.077 0.007 0.0001
H -3.6896 5.1592 -0.7032 -0.015 0.072 -0.049 0.0000
H -2.4721 3.2606 -1.7013 -0.013 0.058 -0.085 0.0002
H -4.1466 1.6767 -2.9777 -0.037 0.069 0.007 0.0001
H -4.0583 1.6715 -5.4325 -0.062 0.050 -0.060 0.0000
H -2.2171 0.5415 -6.6164 0.009 0.004 -0.100 0.0000
H -0.4588 -0.6263 -5.3422 0.094 -0.095 -0.058 0.0001
H -0.5406 -0.6609 -2.8640 -0.011 0.039 -0.168 0.0034
C -2.2337 3.0379 4.3017 -0.763 0.569 -0.093 0.0024
N -1.2104 2.0112 4.1767 0.013 0.188 0.204 0.0172
C -0.5465 1.4765 5.3569 0.596 -0.501 0.600 0.0024
C -0.8921 1.5810 3.0151 0.094 -0.383 -0.931 0.0337
N -0.6288 1.1873 1.9489 0.044 0.016 0.380 0.0446
H -2.1849 3.4657 5.2999 0.109 -0.021 -0.071 0.0002
H -3.2306 2.6165 4.1566 0.082 -0.011 0.033 0.0005
H -2.0795 3.8326 3.5711 0.041 -0.055 0.044 0.0003
H -0.9802 1.9319 6.2429 -0.030 0.026 -0.101 0.0002
H 0.5216 1.7006 5.3371 -0.090 0.037 0.005 0.0005
H -0.6780 0.3964 5.4314 -0.054 0.054 -0.043 0.0004
O 2.7616 -0.2197 0.2981 -1.429 0.276 -0.194 0.0399
C 1.6559 -0.0083 0.2070 4.397 -0.866 0.268 0.0364
C 0.7910 4.1768 -1.7711 0.055 -0.323 0.216 -0.0221
C 1.1454 3.0781 -0.7465 -0.010 0.272 0.503 -0.0282
C 2.6555 3.0189 -0.5523 -0.212 -0.034 0.133 0.0005
C 0.5639 1.7747 -1.2628 -0.294 0.393 -0.721 -0.2465
H 1.2596 5.1099 -1.4747 0.061 0.120 0.012 -0.0041
H -0.2812 4.3387 -1.8278 -0.157 0.011 -0.043 0.0001
H 1.1591 3.9024 -2.7548 0.058 0.028 -0.206 -0.0001
H 0.6636 3.3661 0.2008 0.086 -0.105 -0.102 -0.0056
H 3.1492 2.7185 -1.4753 0.062 -0.027 -0.087 0.0003
H 2.9289 2.3170 0.2307 0.166 0.016 0.105 0.0002
H 3.0388 3.9963 -0.2712 0.057 0.027 0.045 -0.0001
H 1.2558 1.3051 -1.9716 -0.216 -0.212 0.114 -0.0060
H -0.3657 2.0136 -1.8047 0.186 -0.450 0.237 -0.0009
```
Positions in Å, forces in eV/Å.

The energy above the lowest of the compared OMol25 structures with the same formula, charge and spin comes out at 1.522 eV. As for the charge: +2. For the total energy, the calculation gives -153899.963 eV. The frontier orbital gap (spin up / spin down) is 7.40 / 7.07 eV. The spin multiplicity is 5. The lowest unoccupied orbital energy (spin up / spin down) comes out at -0.2723 / -0.2863 Ha.